Model A:
{"formula": "C3H6NO2", "method": "wB97M-V/def2-TZVPD", "symbols": ["C", "C", "N", "H", "H", "H", "H", "H", "O", "C", "O", "H"], "coordinates": [[-0.3659, 1.1291, 2.6554], [-0.7527, 0.6099, 1.4802], [-0.0966, 0.6031, 0.2742], [0.5554, 1.6194, 2.9289], [-1.0912, 1.0887, 3.4601], [-1.6850, 0.0621, 1.3754], [0.8154, 1.0225, 0.2600], [-0.3112, -0.1907, -0.3248], [0.2669, -1.3580, -1.8592], [0.7170, -1.4996, -3.0205], [0.4321, -2.3332, -3.8939], [1.5159, -0.7531, -3.3357]], "lowdin_charge": [-0.076, -0.328, 0.055, 0.020, 0.011, 0.100, 0.083, 0.041, -0.155, -0.701, -0.135, 0.084], "molar_mass_g_mol": 88.09, "lumo_ev": 3.82, "charge": -1, "homo_energy_ev": -4.21}

Model B:
{"formula": "C3H6NO2", "method": "wB97M-V/def2-TZVPD", "symbols": ["N", "C", "C", "C", "O", "O", "H", "H", "H", "H", "H", "H"], "coordinates": [[-2.0053, 0.6255, 1.6292], [-0.7677, 0.7846, 0.9103], [-0.4589, -0.3904, -0.0552], [0.8844, -0.3992, -0.8038], [1.5477, 0.6579, -0.7257], [1.1671, -1.4648, -1.3880], [-2.6907, -0.0088, 1.2646], [-1.9806, 0.7165, 2.6256], [0.0681, 0.7132, 1.6099], [-0.7197, 1.6501, 0.2425], [-0.5543, -1.3240, 0.5239], [-1.3177, -0.5651, -0.7180]], "lowdin_charge": [-0.034, -0.311, -0.166, -0.776, -0.088, -0.100, 0.044, 0.039, 0.107, 0.096, 0.095, 0.095], "molar_mass_g_mol": 88.09, "lumo_ev": 4.13, "charge": -1, "homo_energy_ev": -3.90, "smiles": "NCCC(=O)[O-]"}

Model C:
{"formula": "C3H6NO2", "method": "wB97M-V/def2-TZVPD", "symbols": ["O", "C", "C", "N", "C", "O", "H", "H", "H", "H", "H", "H"], "coordinates": [[0.2960, -2.5934, -0.4144], [-0.5615, -1.7635, -0.5946], [-0.7711, -0.3242, 0.0035], [-0.0276, 0.8149, -0.3905], [0.9899, 1.4083, 0.5965], [1.7159, 0.4968, 1.2015], [-1.4465, -2.1937, -1.1064], [-1.8555, -0.2009, -0.1988], [-0.8118, -0.4873, 1.0783], [0.5044, 0.5491, -1.2090], [1.5892, 2.1408, -0.1081], [0.3786, 2.1531, 1.1420]], "lowdin_charge": [0.018, -0.248, -0.262, -0.091, -0.587, -0.308, 0.087, 0.078, 0.110, 0.072, 0.076, 0.055], "molar_mass_g_mol": 88.09, "lumo_ev": 4.05, "charge": -1, "homo_energy_ev": -2.58, "smiles": "O=CCNC[O-]"}

Model D:
{"formula": "C3H6NO2", "method": "wB97M-V/def2-TZVPD", "symbols": ["C", "C", "N", "C", "O", "O", "H", "H", "H", "H", "H", "H"], "coordinates": [[-0.1201, -2.0739, -0.3755], [-0.7077, -1.1147, 0.6837], [0.1428, 0.0352, 0.9280], [0.2122, 1.0520, -0.1509], [-0.8361, 1.1621, -0.8314], [1.3379, 1.5615, -0.2529], [-0.9653, -2.6858, -0.7191], [0.3352, -1.4500, -1.1557], [0.7285, -2.6948, 0.0500], [-1.6686, -0.7241, 0.3115], [-0.8599, -1.6152, 1.6629], [1.1056, -0.0087, 1.2367]], "lowdin_charge": [-0.116, -0.318, -0.030, -0.808, -0.095, -0.092, 0.052, 0.066, 0.069, 0.096, 0.090, 0.086], "molar_mass_g_mol": 88.09, "lumo_ev": 4.33, "charge": -1, "homo_energy_ev": -3.93, "smiles": "CCNC(=O)[O-]"}

The least stable of them is model C.

Model A:
{"formula": "C3H6NO2", "method": "wB97M-V/def2-TZVPD", "symbols": ["C", "C", "O", "N", "C", "O", "H", "H", "H", "H", "H", "H"], "coordinates": [[1.2810, -0.0441, 1.3599], [0.9629, 0.4697, -0.0474], [1.7621, 1.1715, -0.6726], [-0.2356, 0.0940, -0.5236], [-1.3606, -0.7580, 0.1138], [-2.4218, -0.7835, -0.6456], [0.4059, 0.2376, 1.9530], [2.1470, 0.4906, 1.7410], [1.3317, -1.1277, 1.4064], [-0.3436, 0.1714, -1.5285], [-0.8825, -1.7436, 0.3426], [-1.5043, -0.2669, 1.1098]], "lowdin_charge": [-0.030, -0.595, -0.048, 0.071, -0.553, -0.305, 0.059, 0.064, 0.067, 0.119, 0.078, 0.073], "molar_mass_g_mol": 88.09, "lumo_ev": 4.13, "charge": -1, "homo_energy_ev": -2.98, "smiles": "CC(=O)NC[O-]"}

Model B:
{"formula": "C3H6NO2", "method": "wB97M-V/def2-TZVPD", "symbols": ["O", "C", "N", "C", "O", "C", "H", "H", "H", "H", "H", "H"], "coordinates": [[0.7074, 2.1452, -0.7482], [0.3423, 0.9649, -0.6075], [-0.5035, 0.5101, 0.3087], [-1.1101, -0.8034, 1.4814], [-0.7613, -1.9926, 1.3314], [1.0441, -0.1167, -1.4219], [-0.6767, 1.3130, 0.9013], [-2.1262, -0.4475, 1.2959], [-0.7066, -0.2418, 2.3648], [1.1235, 0.0478, -2.5004], [2.0933, -0.2892, -1.1587], [0.5737, -1.0900, -1.2468]], "lowdin_charge": [-0.087, -0.665, 0.046, -0.419, -0.194, -0.049, 0.063, 0.057, 0.070, 0.056, 0.063, 0.060], "molar_mass_g_mol": 88.09, "lumo_ev": 4.33, "charge": -1, "homo_energy_ev": -3.89}

The least stable of them is model B.

Model A:
{"formula": "C3H6NO2", "method": "wB97M-V/def2-TZVPD", "symbols": ["C", "C", "N", "C", "O", "O", "H", "H", "H", "H", "H", "H"], "coordinates": [[0.0707, -1.4011, 0.9380], [0.3570, -0.4937, -0.2575], [0.0711, 0.8882, 0.0132], [-0.5870, 1.7502, -0.9264], [-0.9201, 1.2297, -2.0101], [-0.6633, 2.9572, -0.5796], [-0.2353, -2.4053, 0.5942], [-0.7681, -0.9789, 1.5008], [0.9454, -1.5014, 1.5763], [-0.1943, -0.7351, -1.1530], [1.4071, -0.6350, -0.5018], [0.5167, 1.3254, 0.8059]], "lowdin_charge": [-0.119, -0.305, -0.006, -0.812, -0.094, -0.120, 0.057, 0.063, 0.048, 0.094, 0.089, 0.105], "molar_mass_g_mol": 88.09, "lumo_ev": 4.07, "charge": -1, "homo_energy_ev": -3.75, "smiles": "CCNC(=O)[O-]"}

Model B:
{"formula": "C3H6NO2", "method": "wB97M-V/def2-TZVPD", "symbols": ["N", "C", "C", "C", "O", "O", "H", "H", "H", "H", "H", "H"], "coordinates": [[-1.2267, -1.4000, -0.4955], [0.1106, -0.9239, -0.0051], [0.3936, 0.5215, -0.3965], [0.6596, 1.4235, 0.8743], [0.8316, 0.8985, 1.9813], [0.7018, 2.6546, 0.6017], [-1.4564, -1.1445, -1.4336], [-1.9168, -1.1126, 0.1739], [0.8614, -1.5523, -0.4905], [0.0767, -1.0905, 1.0589], [1.3402, 0.6856, -0.9092], [-0.3756, 1.0400, -0.9599]], "lowdin_charge": [-0.039, -0.273, -0.141, -0.763, -0.079, -0.127, 0.030, 0.040, 0.086, 0.088, 0.090, 0.088], "molar_mass_g_mol": 88.09, "lumo_ev": 4.35, "charge": -1, "homo_energy_ev": -3.70, "smiles": "NCCC(=O)[O-]"}

The least stable of them is model B.